This record from OMol25 describes 8 unconnected molecules or ions with the total composition C24H69O31P7 at a distorted geometry. The level of theory is the ωB97M-V functional and the def2-TZVPD basis.

Structure (XYZ):
```
131
Properties=species:S:1:pos:R:3:forces:R:3
C -2.00538 0.10668 -0.44881 -0.164 0.766 0.175
O -0.57370 0.39999 -0.54412 0.255 -0.412 1.839
P 0.32223 0.56014 0.84169 -2.054 -2.766 -0.031
O -0.38762 1.12779 2.00309 0.651 0.333 -0.755
O 0.74517 -1.03431 1.24145 0.393 2.800 -2.681
C 0.55818 -1.55406 2.51741 -1.135 0.161 1.371
O 1.56972 1.32527 0.28558 -0.905 -0.155 1.034
C 2.44206 0.88781 -0.72006 1.081 -0.238 -0.939
H -2.36277 -0.42073 0.43562 0.796 -0.445 0.132
H -2.35574 -0.41756 -1.33791 0.534 -0.067 -0.015
H -2.56563 1.03909 -0.37934 0.313 0.321 -0.267
H 1.34940 -2.25638 2.77978 -0.065 0.118 -0.133
H -0.42162 -2.02825 2.57433 0.092 -0.567 -0.138
H 0.44294 -0.76308 3.25846 0.570 0.108 0.126
H 2.02327 0.21687 -1.47010 -0.516 0.009 0.309
H 3.29455 0.38215 -0.26657 0.058 0.108 0.078
H 2.75558 1.78137 -1.25983 0.148 -0.052 0.095
C 3.40905 5.22538 0.13786 -0.631 0.052 -0.275
O 4.39223 6.01813 -0.51792 1.679 0.580 -1.329
P 4.84010 5.85607 -2.07782 -0.882 -1.392 -1.844
O 3.67713 5.57208 -3.01887 2.205 0.399 2.250
O 5.67902 7.14496 -2.54558 1.265 -2.850 3.156
C 5.18771 8.42315 -2.86065 -1.304 -0.593 -1.334
O 6.05238 4.69255 -2.11391 -0.573 3.666 -0.697
C 5.89081 3.37855 -1.67933 -0.688 -0.035 0.865
H 2.50765 5.29783 -0.47069 -0.113 -0.517 0.156
H 3.18249 5.64956 1.11604 0.310 0.254 -0.129
H 3.76223 4.20737 0.30228 -0.191 -0.001 -0.150
H 4.84413 8.09384 -3.84126 -0.680 1.865 -0.513
H 5.96582 9.18552 -2.89863 0.145 -0.457 0.113
H 4.36790 8.73643 -2.21423 0.052 -0.004 -0.018
H 5.03700 3.45272 -1.00583 -0.175 -1.346 -0.150
H 6.73534 3.03621 -1.08128 0.200 0.466 0.006
H 5.81938 2.70161 -2.53066 -0.557 0.006 0.031
C -5.51828 -4.06509 -5.91676 -1.406 0.383 -2.598
O -4.89334 -4.45310 -4.75245 2.179 -0.508 1.307
P -3.36174 -4.99686 -4.96261 -0.791 -0.233 -2.793
O -2.93059 -5.02921 -6.41245 -0.777 0.066 2.832
O -3.42388 -6.38110 -4.19053 -2.919 2.159 0.136
C -2.28651 -7.06093 -3.91435 2.583 -1.358 -0.223
O -2.45446 -4.14940 -4.01554 0.655 0.788 -0.168
C -1.93775 -2.84196 -4.40904 -0.556 0.506 1.621
H -4.94533 -3.37719 -6.53854 0.459 -0.245 0.033
H -6.46458 -3.53272 -5.82088 -0.045 -0.132 1.152
H -5.76673 -4.94766 -6.50620 0.142 0.032 -0.265
H -2.06168 -7.29808 -2.87449 -0.811 0.231 0.353
H -1.44185 -6.44218 -4.21733 0.454 -0.581 -0.364
H -2.38843 -8.00184 -4.45509 0.737 -0.068 -0.053
H -2.16545 -2.23449 -3.53313 0.086 0.127 0.082
H -2.47146 -2.33172 -5.21086 0.236 -0.693 -0.436
H -0.84981 -2.82885 -4.47472 -0.217 -0.452 -0.561
C -3.53513 -4.72801 6.08979 -0.913 1.380 0.968
O -2.23341 -4.60689 6.70855 -0.009 1.485 -0.268
P -1.38555 -3.24366 6.38713 -1.550 -0.306 -0.062
O -0.54050 -3.49796 5.18088 -0.696 1.386 1.987
O -2.60477 -2.02770 6.20236 2.357 -4.558 1.348
C -2.25467 -0.77746 5.73171 -1.165 1.482 -0.173
O -0.68079 -2.91422 7.80867 -0.015 -0.375 -0.869
C -1.28342 -2.53075 9.08828 -0.586 -0.586 -0.692
H -3.55371 -4.76792 5.00068 0.401 -0.671 0.209
H -4.07445 -3.81799 6.35265 -0.071 0.247 -0.275
H -4.15192 -5.44805 6.62757 0.692 -0.730 -0.439
H -2.36365 -0.05532 6.54087 0.777 0.120 0.265
H -3.14454 -0.53708 5.14994 0.562 0.469 -0.973
H -1.29676 -0.72377 5.21438 -0.214 0.083 -0.117
H -0.58029 -2.62893 9.91537 0.745 0.690 -0.678
H -2.02255 -3.24427 9.45252 -0.518 -0.097 -0.810
H -1.72755 -1.54823 8.92863 0.165 -0.050 0.520
C -3.75592 -3.30254 2.83410 -0.005 0.795 -0.355
O -5.02302 -3.96439 2.70507 -0.254 -1.194 -1.334
P -5.60466 -4.43903 1.26029 -1.886 -0.039 -0.751
O -6.98021 -5.05937 1.31406 2.910 0.814 0.395
O -5.64777 -3.11131 0.31573 0.705 -0.055 0.823
C -6.64014 -2.09372 0.50152 -1.447 -0.409 -0.220
O -4.42178 -5.26794 0.49975 -0.576 1.318 2.306
C -4.78250 -6.15092 -0.52498 -1.479 -0.161 -1.610
H -2.87013 -3.93476 2.77266 -0.316 -0.423 -0.175
H -3.73133 -2.80973 3.80602 -0.221 -0.033 -0.065
H -3.72106 -2.54988 2.04646 0.335 0.145 0.069
H -7.48776 -2.29145 -0.15463 0.132 -0.245 -0.357
H -6.32060 -1.08478 0.24071 0.734 -0.296 0.213
H -7.13503 -2.10735 1.47260 0.612 0.006 0.380
H -5.02030 -7.16688 -0.20976 0.676 -0.011 0.376
H -4.06813 -6.08671 -1.34575 0.310 -0.239 0.378
H -5.72459 -5.82554 -0.96621 -0.122 0.147 -0.140
C 2.35237 0.66042 -4.27385 1.309 -0.622 1.507
O 1.61395 1.64560 -3.60291 -2.639 1.554 -0.755
P 0.41312 2.39964 -4.35920 -1.691 1.237 0.536
O 0.73049 2.85982 -5.74117 -0.366 -0.660 1.795
O -0.91225 1.41903 -4.23242 3.212 0.054 -0.143
C -2.20470 1.87442 -4.39859 -1.926 -0.374 -0.193
O -0.05577 3.51679 -3.25037 0.572 -0.652 -0.698
C 0.78599 4.67942 -2.96715 0.327 -0.480 -0.812
H 2.43877 0.72925 -5.35824 -0.269 0.142 0.183
H 1.99955 -0.28752 -3.86763 -0.124 -0.359 -0.746
H 3.29269 0.83497 -3.75094 0.736 -0.514 -0.837
H -2.86267 1.10792 -4.80804 0.539 -0.642 -0.544
H -2.31620 2.68475 -5.11902 0.166 0.496 0.552
H -2.69101 1.95064 -3.42607 0.255 1.156 0.192
H 1.30952 4.87095 -3.90381 0.398 0.374 0.411
H 1.46736 4.49399 -2.13681 0.063 -0.448 -0.356
H 0.23831 5.57666 -2.67886 -0.716 -0.381 -0.248
C 6.23991 0.11297 -0.64972 1.650 -0.348 -2.475
O 5.86622 -0.38798 0.59923 -0.152 1.368 2.235
P 6.28238 0.39228 1.98614 0.787 -0.091 2.065
O 5.91558 1.83197 2.22058 -0.025 -2.474 -0.972
O 5.81986 -0.66399 3.18532 1.208 1.133 -2.147
C 4.49287 -0.92514 3.64062 -0.113 0.884 -0.840
O 7.89418 0.15581 2.05637 -1.010 0.068 1.220
C 8.66415 0.50871 3.30120 0.099 -0.167 -1.101
H 6.96629 0.92013 -0.74438 -0.074 0.304 1.141
H 5.49159 0.37221 -1.39866 -1.015 0.007 0.856
H 6.78209 -0.67962 -1.16542 0.009 -0.398 0.147
H 4.39358 -0.41262 4.59747 -0.240 -0.538 0.127
H 4.33533 -2.00352 3.62150 0.051 0.144 0.461
H 3.78985 -0.47388 2.94046 -0.282 -0.028 0.086
H 9.19368 -0.35932 3.69391 -0.190 -0.333 -0.580
H 8.11678 0.88411 4.16582 -0.605 0.298 -0.627
H 9.40525 1.21966 2.93594 -0.171 0.100 0.322
C -0.29644 4.30643 1.91644 -1.312 0.788 -0.507
O -1.00176 3.98078 0.59851 4.012 -2.115 5.342
C -1.67215 4.88318 0.01291 -1.070 0.674 -0.723
O -1.91014 6.01385 0.30108 0.062 1.529 0.574
O -2.11618 4.23072 -1.01740 -0.802 -0.362 -3.734
C -2.89243 4.91888 -2.02642 -0.489 -0.131 1.124
H 0.42525 3.55852 2.24491 0.116 -0.024 -1.223
H -0.96143 4.33736 2.77953 -0.851 -0.231 -0.479
H 0.04232 5.34121 1.86573 0.526 -0.257 -0.364
H -2.55196 5.90823 -2.33199 0.422 -0.047 0.460
H -3.83575 5.01008 -1.48796 -0.515 0.305 -0.912
H -2.92936 4.29458 -2.91916 -0.062 -0.168 0.407
```
Positions in Å, forces in eV/Å.

The molar mass comes out at 1070.60 g/mol. The SMILES is COP(=O)(OC)OC.COP(=O)(OC)OC.COP(=O)(OC)OC.COP(=O)(OC)OC.COP(=O)(OC)OC.COP(=O)(OC)OC.COP(=O)(OC)OC.COC(=O)OC. The value obtained for the highest occupied orbital energy is -10.51 eV. Its LUMO energy is 0.32 eV. As for the total energy: -154511.2141 eV.